Entry 1:
{"formula": "C7H8N3O3S2", "method": "ωB97M-V/def2-TZVPD", "de_lowest_kcal_mol": 32.9, "charge": -1, "gap_ev": [6.4960, 6.3080], "lumo_energy_ha": [0.091, 0.088], "species": ["C", "C", "C", "C", "C", "C", "C", "N", "N", "N", "O", "O", "O", "S", "S", "H", "H", "H", "H", "H", "H", "H", "H"], "xyz": [[-1.362, -1.055, 1.517], [-0.374, -2.107, 1.395], [-0.962, 0.166, 1.157], [0.962, -1.976, 1.264], [0.436, 0.404, 0.616], [1.562, -0.521, 1.167], [-0.675, 0.854, -1.483], [1.219, -0.690, -2.587], [1.154, -0.711, -1.299], [0.280, 0.339, -0.826], [-0.131, 3.040, -0.274], [-1.483, 3.175, -2.410], [-2.528, 2.476, -0.312], [2.831, -0.304, -0.062], [-1.272, 2.558, -1.074], [-2.478, -1.135, 1.783], [-0.635, -3.163, 1.408], [-1.615, 1.085, 1.127], [1.608, -2.772, 1.327], [0.718, 1.390, 0.776], [1.919, -0.270, 2.080], [-0.725, 0.843, -2.503], [1.549, -1.624, -2.788]], "nbo_charge": [-0.26, -0.26, -0.16, -0.13, -0.13, -0.39, -0.15, -0.60, -0.07, -0.11, -1.00, -0.96, -1.00, -0.04, 2.33, 0.23, 0.20, 0.26, 0.20, 0.27, 0.23, 0.24, 0.31]}

Entry 2:
{"formula": "C20H21N5O3", "method": "ωB97M-V/def2-TZVPD", "de_lowest_kcal_mol": 97.2, "charge": 0, "gap_ev": 7.6632, "lumo_energy_ha": -0.017, "smiles": "COCCCn1c(=O)n(C)c2cnc3ccc(-c4ccc(OC)nc4)nc3c21", "species": ["C", "O", "C", "C", "C", "N", "C", "O", "N", "C", "C", "C", "N", "C", "C", "C", "C", "C", "C", "C", "C", "O", "C", "N", "C", "N", "C", "C", "H", "H", "H", "H", "H", "H", "H", "H", "H", "H", "H", "H", "H", "H", "H", "H", "H", "H", "H", "H", "H"], "xyz": [[0.732, -4.788, -2.651], [1.137, -4.034, -1.466], [0.052, -3.188, -0.960], [0.623, -1.905, -0.177], [-0.068, -1.816, 1.175], [-1.522, -1.615, 1.013], [-2.499, -2.548, 1.414], [-2.324, -3.728, 1.711], [-3.744, -2.068, 1.043], [-5.050, -2.694, 1.015], [-3.470, -0.677, 0.810], [-4.384, 0.408, 0.721], [-3.948, 1.683, 0.623], [-2.672, 1.944, 0.464], [-2.216, 3.232, 0.226], [-0.933, 3.602, -0.009], [0.007, 2.563, -0.007], [1.399, 2.903, -0.057], [1.870, 4.219, -0.071], [3.317, 4.340, -0.325], [4.140, 3.238, -0.276], [5.482, 3.485, -0.393], [6.471, 2.429, -0.319], [3.736, 2.017, -0.107], [2.379, 1.920, -0.002], [-0.345, 1.259, 0.229], [-1.673, 0.925, 0.442], [-2.049, -0.389, 0.747], [-0.032, -4.382, -3.196], [0.554, -5.835, -2.508], [1.581, -4.699, -3.249], [-0.580, -3.870, -0.332], [-0.588, -2.903, -1.797], [0.639, -0.923, -0.705], [1.626, -2.328, 0.121], [0.105, -2.748, 1.750], [0.189, -1.129, 1.976], [-5.019, -3.713, 1.448], [-5.488, -2.790, -0.019], [-5.838, -2.141, 1.583], [-5.401, 0.223, 0.870], [-3.038, 3.973, 0.280], [-0.699, 4.669, -0.185], [1.279, 5.118, 0.137], [3.867, 5.285, -0.259], [6.806, 2.414, 0.776], [7.449, 2.727, -0.822], [6.045, 1.468, -0.700], [2.097, 0.871, 0.015]], "nbo_charge": [-0.25, -0.55, -0.07, -0.45, -0.22, -0.41, 0.78, -0.64, -0.41, -0.42, 0.11, 0.02, -0.42, 0.10, -0.13, -0.27, 0.30, -0.22, -0.10, -0.30, 0.50, -0.52, -0.27, -0.47, 0.10, -0.46, 0.09, 0.18, 0.17, 0.17, 0.19, 0.19, 0.17, 0.24, 0.24, 0.24, 0.22, 0.25, 0.21, 0.21, 0.19, 0.23, 0.23, 0.22, 0.23, 0.19, 0.20, 0.22, 0.21]}

Entry 3:
{"formula": "C4H7NO2", "method": "ωB97M-V/def2-TZVPD", "de_lowest_kcal_mol": 116.5, "charge": 0, "gap_ev": 9.0165, "lumo_energy_ha": -0.003, "species": ["C", "C", "N", "O", "C", "C", "O", "H", "H", "H", "H", "H", "H", "H"], "xyz": [[-2.411, -0.195, -0.170], [-1.109, 0.483, -0.078], [-0.421, 1.436, -0.256], [-0.125, -0.995, 0.573], [1.121, -0.794, 0.701], [2.017, 0.615, -0.435], [3.053, 0.969, 0.063], [-2.596, -0.765, 0.740], [-3.199, 0.543, -0.334], [-2.378, -0.892, -1.012], [0.816, 0.985, -0.033], [1.539, -0.378, 1.629], [1.787, -1.471, 0.146], [1.906, 0.458, -1.535]], "nbo_charge": [-0.70, 0.49, -0.49, -0.62, 0.09, 0.22, -0.50, 0.26, 0.25, 0.26, 0.28, 0.16, 0.17, 0.12]}